Entry from OMol25: 9 unconnected molecules or ions with the total composition C39H87O27P3S3 in a non-equilibrium geometry (the ωB97M-V functional and the def2-TZVPD basis).

Positions of all 159 atoms, in Å:
C 9.11 -2.34 -7.29
C 8.15 -3.51 -7.27
O 6.84 -3.05 -7.70
P 5.88 -4.19 -8.27
O 5.94 -5.49 -7.55
O 6.27 -4.24 -9.82
C 5.74 -5.30 -10.65
C 6.94 -6.04 -11.25
O 4.42 -3.51 -8.27
C 3.26 -4.13 -7.74
C 2.86 -3.38 -6.48
H 8.61 -1.38 -7.21
H 9.85 -2.41 -6.50
H 9.68 -2.35 -8.22
H 8.48 -4.36 -7.87
H 7.99 -4.00 -6.31
H 5.10 -6.02 -10.14
H 5.16 -4.73 -11.38
H 6.53 -6.68 -12.02
H 7.50 -5.30 -11.82
H 7.47 -6.58 -10.47
H 2.41 -4.01 -8.42
H 3.35 -5.20 -7.52
H 2.64 -2.32 -6.56
H 2.11 -3.90 -5.87
H 3.74 -3.33 -5.83
C 2.14 -14.28 -10.22
C 3.45 -14.38 -10.99
O 3.57 -15.64 -11.65
P 2.63 -16.05 -12.85
O 1.59 -15.08 -13.25
O 3.65 -16.45 -14.01
C 3.19 -16.54 -15.36
C 4.30 -17.14 -16.20
O 2.03 -17.44 -12.32
C 1.05 -17.51 -11.29
C 0.01 -18.55 -11.70
H 2.06 -13.33 -9.67
H 1.25 -14.32 -10.85
H 2.03 -15.10 -9.51
H 3.44 -13.60 -11.75
H 4.35 -14.24 -10.40
H 2.24 -17.08 -15.39
H 2.92 -15.53 -15.70
H 5.23 -16.65 -15.90
H 4.44 -18.13 -15.75
H 4.10 -17.20 -17.26
H 1.52 -17.77 -10.34
H 0.50 -16.58 -11.13
H 0.35 -19.58 -11.64
H -0.93 -18.52 -11.14
H -0.33 -18.26 -12.69
C 2.70 -21.86 -8.81
C 2.17 -20.46 -9.20
O 3.22 -19.52 -9.07
P 3.16 -18.28 -8.08
O 1.74 -17.98 -7.78
O 4.08 -18.75 -6.86
C 3.41 -19.31 -5.68
C 4.53 -19.97 -4.90
O 3.96 -17.09 -8.76
C 4.53 -16.08 -7.91
C 3.55 -15.25 -7.10
H 3.13 -22.02 -7.82
H 1.90 -22.60 -8.88
H 3.41 -22.23 -9.55
H 1.87 -20.51 -10.24
H 1.31 -20.32 -8.54
H 2.99 -18.40 -5.24
H 2.63 -19.98 -6.04
H 5.45 -19.39 -4.99
H 4.18 -20.21 -3.90
H 4.85 -20.90 -5.38
H 5.24 -16.60 -7.27
H 5.17 -15.47 -8.55
H 3.40 -14.25 -7.50
H 2.58 -15.71 -6.91
H 3.90 -15.12 -6.07
O 3.39 -11.23 -8.19
S 4.79 -11.34 -8.48
O 5.47 -12.59 -8.18
C 5.09 -10.76 -10.20
C 6.14 -9.66 -10.09
C 5.93 -8.85 -8.78
C 5.62 -9.91 -7.70
H 4.11 -10.50 -10.60
H 5.41 -11.67 -10.72
H 7.16 -10.02 -10.18
H 5.97 -9.04 -10.98
H 5.12 -8.19 -9.06
H 6.75 -8.25 -8.40
H 4.98 -9.66 -6.86
H 6.54 -10.38 -7.38
O -1.98 -12.70 -6.21
S -0.99 -11.69 -6.51
O -0.99 -11.05 -7.81
C -1.12 -10.49 -5.14
C -0.27 -11.15 -4.04
C 1.05 -11.54 -4.68
C 0.72 -12.17 -6.08
H -2.17 -10.36 -4.92
H -0.63 -9.56 -5.42
H -0.15 -10.47 -3.19
H -0.70 -12.08 -3.66
H 1.53 -12.32 -4.08
H 1.79 -10.75 -4.83
H 0.98 -13.21 -6.27
H 1.33 -11.60 -6.77
O 5.88 -8.37 -2.45
S 5.07 -8.21 -3.62
O 4.93 -9.31 -4.54
C 3.41 -7.85 -2.98
C 2.93 -6.70 -3.84
C 4.13 -5.69 -3.85
C 5.29 -6.53 -4.38
H 3.65 -7.58 -1.95
H 2.70 -8.67 -2.97
H 2.78 -6.94 -4.90
H 1.98 -6.29 -3.51
H 4.28 -5.29 -2.85
H 3.81 -4.96 -4.58
H 6.27 -6.20 -4.08
H 5.21 -6.65 -5.46
C 7.74 -10.68 -14.20
O 8.77 -9.71 -14.41
C 8.95 -8.78 -13.48
O 8.39 -8.67 -12.42
O 9.92 -7.98 -13.90
C 10.14 -6.75 -13.25
H 6.81 -10.19 -14.50
H 7.61 -11.09 -13.20
H 7.92 -11.44 -14.95
H 10.36 -6.05 -14.06
H 10.88 -6.76 -12.45
H 9.24 -6.29 -12.85
C 1.91 -4.93 -13.10
O 2.47 -5.99 -12.33
C 1.90 -6.24 -11.14
O 0.80 -5.85 -10.82
O 2.65 -7.11 -10.51
C 2.31 -7.57 -9.23
H 2.52 -4.94 -14.00
H 1.88 -3.99 -12.56
H 0.87 -5.12 -13.37
H 3.21 -7.92 -8.74
H 1.51 -8.31 -9.13
H 1.96 -6.76 -8.58
C 4.23 -11.92 -14.25
O 4.83 -13.12 -14.70
C 5.76 -13.72 -13.98
O 5.94 -13.50 -12.79
O 6.41 -14.58 -14.71
C 7.32 -15.50 -14.21
H 4.93 -11.21 -13.79
H 3.64 -12.20 -13.37
H 3.60 -11.55 -15.04
H 6.92 -16.21 -13.48
H 8.27 -15.09 -13.86
H 7.68 -16.17 -14.99

As for the total energy: -157514.29523 eV. The SMILES is CCOP(=O)(OCC)OCC.CCOP(=O)(OCC)OCC.CCOP(=O)(OCC)OCC.O=S1(=O)CCCC1.O=S1(=O)CCCC1.O=S1(=O)CCCC1.COC(=O)OC.COC(=O)OC.COC(=O)OC. The calculation puts the HOMO energy at -9.9 eV. The energy above the lowest of the compared OMol25 structures with the same formula, charge and spin comes out at 0.0 kcal/mol. The gap between HOMO and LUMO is 10.235 eV. The total charge is 0. As for the spin multiplicity: 1. For the LUMO energy, the calculation gives 0.3 eV.

Results of the Löwdin charge analysis, in e, for atoms 1 through 6: number 1, C, carries -0.063; number 2, C, carries -0.262; number 3, O, carries -0.176; number 4, P, carries 0.433; number 5, O, carries -0.238; number 6, O, carries -0.182